No. 1
Formula: C6H9N
Source: OMol25
Level of theory: ωB97M-V with the def2-TZVPD basis set

Last column: Löwdin charge in e.
CARTESIAN COORDINATES (ANGSTROEM)
C1 1.09 0.15 2.79  0.005
C2 0.25 0.76 1.98  -0.133
C3 -0.54 1.35 1.18  -0.131
C4 -1.35 1.94 0.33  0.018
C5 0.71 -0.53 -1.50  -0.194
C6 -0.15 -1.70 -1.22  -0.193
N1 -0.70 -0.51 -1.88  -0.034
H1 1.24 -0.92 2.76  0.055
H2 1.68 0.71 3.51  0.056
H3 0.98 0.15 -0.70  0.073
H4 -1.49 3.02 0.35  0.060
H5 -1.87 1.37 -0.43  0.048
H6 1.46 -0.64 -2.28  0.098
H7 -0.52 -1.87 -0.21  0.092
H8 0.00 -2.60 -1.81  0.096
H9 -0.80 -0.69 -2.88  0.085

## Properties
Kohn-Sham gap   0.3482 Eh
Multiplicity   1
SMILES   C=C=C=C.C1CN1
E_HOMO   -8.977 eV
Net charge   0

No. 2
Formula: C6H9N
Source: OMol25
Level of theory: ωB97M-V with the def2-TZVPD basis set

Last column: Löwdin charge in e.
CARTESIAN COORDINATES (ANGSTROEM)
C1 -0.60 -0.63 -1.89  -0.024
N1 -0.47 0.44 -0.93  -0.162
C2 -1.11 0.55 0.29  -0.139
C3 0.07 -0.08 1.55  -0.234
C4 1.13 -0.91 1.25  -0.018
C5 0.70 0.95 -0.46  -0.055
C6 0.06 1.26 0.86  -0.199
H1 -0.28 -1.56 -1.41  0.094
H2 0.03 -0.43 -2.75  0.091
H3 -1.64 -0.71 -2.21  0.089
H4 -2.18 0.57 0.49  0.126
H5 -0.62 -0.28 2.38  0.108
H6 1.12 -1.96 1.52  0.040
H7 2.08 -0.51 0.92  0.035
H8 1.63 1.09 -0.98  0.114
H9 0.09 2.22 1.38  0.135

## Properties
Kohn-Sham gap   0.2894 Eh
Multiplicity   1
E_HOMO   -6.737 eV
Net charge   0

No. 3
Formula: C6H9N
Source: OMol25
Level of theory: ωB97M-V with the def2-TZVPD basis set

Last column: Löwdin charge in e.
CARTESIAN COORDINATES (ANGSTROEM)
C1 -1.45 0.56 -0.90  -0.104
N1 -0.48 1.16 -0.06  -0.145
C2 -0.52 0.77 1.22  -0.050
C3 0.17 -1.15 0.46  -0.159
C4 0.99 -0.76 -0.76  -0.155
C5 0.95 0.67 -0.20  -0.171
C6 0.77 0.06 1.22  -0.200
H1 -2.45 0.69 -0.48  0.068
H2 -1.00 -0.73 -0.28  0.136
H3 -1.39 0.87 -1.95  0.062
H4 -1.45 0.61 1.77  0.129
H5 0.11 -2.15 0.90  0.097
H6 0.57 -0.95 -1.76  0.105
H7 2.03 -1.10 -0.70  0.117
H8 1.66 1.43 -0.50  0.141
H9 1.50 0.02 2.03  0.130

## Properties
Kohn-Sham gap   0.2975 Eh
Multiplicity   1
E_HOMO   -7.236 eV
Net charge   0

No. 4
Formula: C6H9N
Source: OMol25
Level of theory: ωB97M-V with the def2-TZVPD basis set

Last column: Löwdin charge in e.
CARTESIAN COORDINATES (ANGSTROEM)
C1 -2.45 -0.38 -0.03  -0.043
C2 -1.11 0.21 0.28  -0.333
C3 -0.60 1.48 0.34  -0.060
C4 0.82 1.39 0.23  -0.060
C5 1.14 0.05 0.13  -0.340
C6 2.36 -0.70 -0.27  -0.044
N1 -0.04 -0.64 0.21  0.074
H1 -2.93 -0.92 0.79  0.072
H2 -3.13 0.38 -0.41  0.076
H3 -2.29 -1.10 -0.85  0.077
H4 -1.18 2.40 0.40  0.097
H5 1.52 2.21 0.16  0.097
H6 2.18 -1.17 -1.25  0.079
H7 3.23 -0.05 -0.37  0.076
H8 2.61 -1.51 0.43  0.074
H9 -0.11 -1.64 0.21  0.158

## Properties
Kohn-Sham gap   0.3192 Eh
Multiplicity   1
SMILES   Cc1ccc(C)[nH]1
E_HOMO   -7.676 eV
Net charge   0

No. 5
Formula: C6H9N
Source: OMol25
Level of theory: ωB97M-V with the def2-TZVPD basis set

Last column: Löwdin charge in e.
CARTESIAN COORDINATES (ANGSTROEM)
C1 0.12 -2.81 0.45  -0.111
C2 -0.55 -1.62 1.08  -0.167
C3 -0.81 -0.48 0.49  -0.033
C4 -1.12 0.69 -0.02  -0.145
N1 -0.33 1.86 0.06  -0.109
C5 0.22 2.41 -1.16  -0.138
C6 1.09 1.75 -0.16  -0.140
H1 -0.57 -3.66 0.40  0.071
H2 0.98 -3.13 1.06  0.070
H3 0.47 -2.58 -0.56  0.072
H4 -2.09 0.85 -0.51  0.116
H5 -0.86 -1.73 2.12  0.103
H6 0.20 3.49 -1.24  0.099
H7 0.03 1.87 -2.09  0.106
H8 1.48 0.76 -0.41  0.105
H9 1.73 2.34 0.50  0.102

## Properties
Kohn-Sham gap   0.3487 Eh
Multiplicity   1
SMILES   CC=C=CN1CC1
E_HOMO   -8.364 eV
Net charge   0

No. 6
Formula: C6H9N
Source: OMol25
Level of theory: ωB97M-V with the def2-TZVPD basis set

Last column: Löwdin charge in e.
CARTESIAN COORDINATES (ANGSTROEM)
C1 2.59 0.65 2.34  -0.115
C2 1.72 0.28 1.22  -0.087
C3 1.02 -0.07 0.30  -0.045
C4 0.17 -0.59 -0.78  -0.166
C5 -1.30 -0.21 -0.63  -0.333
C6 -2.09 0.32 -1.77  -0.153
N1 -2.23 -1.07 -1.35  0.009
H1 2.11 1.38 3.00  0.074
H2 3.54 1.08 1.99  0.075
H3 2.84 -0.24 2.94  0.076
H4 0.24 -1.69 -0.76  0.120
H5 0.55 -0.26 -1.76  0.118
H6 -1.58 0.13 0.36  0.137
H7 -1.61 0.45 -2.73  0.100
H8 -2.89 1.03 -1.55  0.100
H9 -3.09 -1.20 -0.82  0.089

## Properties
Kohn-Sham gap   0.3834 Eh
Multiplicity   1
SMILES   CC#CC[C@H]1CN1
E_HOMO   -9.370 eV
Net charge   0

No. 7
Formula: C6H9N
Source: OMol25
Level of theory: ωB97M-V with the def2-TZVPD basis set

Last column: Löwdin charge in e.
CARTESIAN COORDINATES (ANGSTROEM)
C1 2.39 0.93 1.06  -0.020
C2 1.44 0.23 0.49  -0.078
C3 0.40 -0.36 -0.02  -0.199
C4 0.11 -1.57 -0.93  -0.066
C5 -1.38 -1.22 -0.79  -0.253
C6 -1.07 -0.08 0.10  -0.256
N1 -1.53 0.16 -1.28  0.069
H1 2.80 1.81 0.55  0.062
H2 2.77 0.71 2.05  0.057
H3 0.09 2.21 1.26  0.043
H4 0.36 -2.52 -0.45  0.114
H5 0.51 -1.53 -1.95  0.111
H6 -2.22 -1.90 -0.76  0.135
H7 -0.55 2.42 0.95  0.064
H8 -1.61 0.31 0.96  0.123
H9 -2.52 0.41 -1.23  0.094

## Properties
Kohn-Sham gap   0.3706 Eh
Multiplicity   1
SMILES   C=C=C1C[C@@H]2N[C@H]12.[H][H]
E_HOMO   -9.000 eV
Net charge   0

No. 8
Formula: C6H9N
Source: OMol25
Level of theory: ωB97M-V with the def2-TZVPD basis set

Last column: Löwdin charge in e.
CARTESIAN COORDINATES (ANGSTROEM)
C1 -1.33 1.59 -0.20  -0.034
C2 -0.16 0.68 -0.08  -0.293
C3 -0.01 -0.63 0.33  -0.242
C4 -0.93 -1.83 0.22  -0.054
C5 1.40 -0.88 0.41  -0.080
C6 2.06 0.24 -0.01  -0.131
N1 1.11 1.18 -0.28  0.041
H1 -2.27 1.06 -0.03  0.075
H2 -1.39 2.08 -1.17  0.076
H3 -1.28 2.38 0.56  0.080
H4 -0.37 -2.56 -0.38  0.071
H5 -1.86 -1.64 -0.32  0.067
H6 -1.20 -2.35 1.15  0.069
H7 1.85 -1.80 0.76  0.103
H8 3.10 0.41 -0.24  0.105
H9 1.29 2.07 -0.72  0.148

## Properties
Kohn-Sham gap   0.3274 Eh
Multiplicity   1
SMILES   Cc1cc[nH]c1C
E_HOMO   -7.855 eV
Net charge   0

No. 9
Formula: C6H9N
Source: OMol25
Level of theory: ωB97M-V with the def2-TZVPD basis set

Last column: Löwdin charge in e.
CARTESIAN COORDINATES (ANGSTROEM)
C1 1.40 0.09 1.37  -0.035
C2 0.56 -0.40 0.22  -0.351
C3 -0.74 0.30 -0.14  -0.256
C4 -1.28 1.52 0.56  -0.075
C5 -1.27 -0.30 -1.19  -0.069
C6 -0.91 -1.18 -2.09  0.007
N1 0.92 -1.40 -0.48  0.109
H1 1.19 1.12 1.67  0.063
H2 2.46 0.02 1.09  0.080
H3 1.24 -0.56 2.24  0.089
H4 -2.08 1.95 -0.05  0.076
H5 -0.51 2.29 0.68  0.070
H6 -1.69 1.31 1.56  0.078
H7 -0.25 -0.81 -2.87  0.079
H8 -1.14 -2.24 -2.08  0.073
H9 1.82 -1.79 -0.21  0.063

## Properties
Kohn-Sham gap   0.3597 Eh
Multiplicity   1
SMILES   [H]/N=C(\C)C(C)=C=C
E_HOMO   -8.854 eV
Net charge   0

No. 10
Formula: C6H9N
Source: OMol25
Level of theory: ωB97M-V with the def2-TZVPD basis set

Last column: Löwdin charge in e.
CARTESIAN COORDINATES (ANGSTROEM)
C1 -2.49 -0.50 0.19  -0.036
C2 -1.08 -0.03 -0.04  -0.358
C3 -0.55 1.27 0.41  -0.025
C4 0.73 1.31 0.04  -0.041
C5 1.04 0.02 -0.66  -0.413
C6 2.16 -0.79 -0.01  -0.060
N1 -0.21 -0.74 -0.65  0.109
H1 -2.51 -1.18 1.05  0.081
H2 -3.16 0.33 0.42  0.072
H3 -2.86 -1.04 -0.68  0.078
H4 -1.12 2.03 0.95  0.102
H5 1.45 2.11 0.21  0.109
H6 2.29 -1.74 -0.53  0.075
H7 3.10 -0.25 -0.03  0.075
H8 1.90 -1.01 1.04  0.082
H9 1.30 0.21 -1.71  0.150

## Properties
Kohn-Sham gap   0.3817 Eh
Multiplicity   1
SMILES   CC1=N[C@H](C)C=C1
E_HOMO   -9.444 eV
Net charge   0